(1)
A molecular structure, C26H51Cl3O2P2Si2V, computed with ωB97M-V with the def2-TZVPD basis set.

Each line ends with the Löwdin spin population.
Element x y z (Å)
V  -0.18  -0.51  0.12  0.98
C  -0.60  -2.52  0.45  0.01
C  0.62  -2.36  -0.27  0.00
C  1.51  -1.60  0.58  -0.01
Si  0.77  -3.06  -2.02  0.00
C  0.81  -1.26  1.76  -0.01
C  -0.54  -1.79  1.67  0.00
Si  -2.09  -1.62  2.71  0.00
H  -1.47  -3.07  0.10  0.00
H  2.55  -1.37  0.36  0.00
H  1.21  -0.74  2.62  0.00
Cl  1.45  2.93  -0.20  0.00
C  -3.45  -2.75  2.09  0.00
C  -1.70  -1.94  4.50  0.00
C  -0.73  -4.07  -2.46  0.00
C  2.34  -4.04  -2.17  0.00
H  -1.34  -2.98  4.59  0.00
H  -2.61  -1.83  5.09  0.00
H  -0.92  -1.27  4.90  0.00
H  -3.76  -2.48  1.07  0.00
H  -4.31  -2.67  2.77  0.00
H  -3.10  -3.79  2.10  0.00
H  2.32  -4.86  -1.43  0.00
H  3.25  -3.44  -2.00  0.00
H  2.39  -4.49  -3.18  0.00
H  -0.91  -4.85  -1.71  0.00
H  -0.56  -4.56  -3.43  0.00
H  -1.63  -3.44  -2.54  0.00
C  -2.66  0.16  2.40  0.00
C  0.74  -1.56  -3.18  0.00
P  -1.25  1.26  2.03  0.00
H  -3.26  0.51  3.26  0.00
H  -3.32  0.15  1.51  0.00
P  1.38  -0.09  -2.31  0.00
H  -0.31  -1.37  -3.44  0.00
H  1.28  -1.80  -4.11  0.00
C  1.14  1.31  -3.54  0.00
C  3.25  -0.39  -2.31  0.00
C  -0.40  1.40  3.71  0.00
C  -1.98  2.95  1.76  0.00
C  -1.98  3.30  0.27  0.00
H  -1.32  3.65  2.30  0.00
C  -3.42  3.08  2.27  0.00
H  -4.07  2.40  1.72  0.00
H  -3.76  4.11  2.10  0.00
H  -3.52  2.87  3.34  0.00
H  -0.95  3.34  -0.11  0.00
H  -2.44  4.28  0.11  0.00
H  -2.53  2.54  -0.30  0.00
H  -0.10  0.37  3.95  0.00
C  -1.32  1.92  4.81  0.00
C  0.87  2.25  3.57  0.00
H  -2.20  1.28  4.98  0.00
H  -1.67  2.94  4.61  0.00
H  -0.77  1.95  5.76  0.00
H  1.58  1.82  2.85  0.00
H  1.38  2.31  4.55  0.00
H  0.64  3.28  3.25  0.00
H  3.36  -1.32  -1.73  0.00
C  3.97  0.74  -1.57  0.00
C  3.84  -0.61  -3.71  0.00
H  3.41  -1.48  -4.23  0.00
H  4.92  -0.81  -3.61  0.00
H  3.73  0.28  -4.34  0.00
H  3.63  0.82  -0.53  0.00
H  3.81  1.71  -2.06  0.00
H  5.05  0.54  -1.55  0.00
C  -0.09  2.13  -3.14  0.00
C  0.96  0.85  -4.98  0.00
H  2.04  1.94  -3.44  0.00
H  0.04  0.26  -5.09  0.00
H  1.80  0.26  -5.36  0.00
H  0.87  1.74  -5.62  0.00
H  -0.97  1.48  -3.09  0.00
H  -0.29  2.92  -3.88  0.00
H  0.04  2.59  -2.16  0.00
C  2.64  4.02  0.44  0.00
H  3.34  3.46  1.06  0.00
H  3.16  4.50  -0.40  0.00
H  2.13  4.78  1.04  0.00
Cl  -3.48  -0.99  -4.30  0.00
C  -4.00  -0.82  -2.60  0.00
Cl  -4.36  -2.40  -1.83  0.00
C  -2.94  -0.14  -1.72  0.00
O  -3.34  0.36  -0.64  0.00
O  -1.72  -0.16  -2.11  0.01
H  -4.90  -0.21  -2.55  0.00

Output
HOMO-LUMO gap (alpha / beta)	7.638 / 7.086	eV
2S+1	2
net charge	0
energy relative to the best compared isomer or geometry (same formula, charge and spin)	0.0000	eV
total energy	-129474.6249	eV
HOMO (alpha / beta)	-7.30 / -6.72	eV

=====

(2)
A single C5H6N2 molecule, computed with ωB97M-V with the def2-TZVPD basis set.

Each line ends with the Löwdin charge.
Element x y z (Å)
N  2.18  -1.68  1.09  0.15
C  1.56  -0.71  0.94  -0.18
C  0.84  0.51  0.53  -0.32
C  0.32  0.27  -0.90  -0.15
C  -0.93  -0.54  -0.54  -0.15
C  -1.38  0.39  0.56  -0.15
N  -0.42  0.86  1.26  0.08
H  1.52  1.35  0.66  0.14
H  1.00  -0.18  -1.61  0.12
H  0.01  1.26  -1.28  0.12
H  -1.62  -0.78  -1.35  0.11
H  -0.67  -1.49  -0.04  0.12
H  -2.40  0.74  0.68  0.12

Output
HOMO-LUMO gap	11.235	eV
net charge	0
energy relative to the best compared isomer or geometry (same formula, charge and spin)	1.2174	eV
SMILES	N#C[C@H]1CCC=N1
total energy	-8261.1410	eV
HOMO	-10.44	eV

=====

(3)
3 unconnected molecules or ions with the total composition C4H11NO2, computed with ωB97M-V with the def2-TZVPD basis set.

Each line ends with the Löwdin charge.
Element x y z (Å)
C  0.28  -0.26  -1.78  0.01
C  0.61  -0.84  -0.63  -0.11
C  -0.44  -1.56  0.31  -0.38
C  -1.76  -1.44  0.12  0.01
N  0.17  -1.83  1.56  0.04
H  0.91  0.36  -2.39  0.06
H  -0.71  -0.42  -2.17  0.05
H  1.60  -0.96  -0.19  0.09
H  -2.10  -1.26  -0.90  0.05
H  -2.53  -1.66  0.85  0.06
H  0.09  -1.10  2.26  0.09
H  1.16  -1.97  1.46  0.06
O  -0.77  1.79  0.93  -0.05
H  -1.13  2.40  0.30  0.04
H  -1.31  1.00  0.81  0.01
O  1.90  2.70  -0.59  -0.07
H  1.40  2.12  0.01  0.00
H  2.60  2.93  0.02  0.03

Output
HOMO-LUMO gap	9.418	eV
net charge	0
energy relative to the best compared isomer or geometry (same formula, charge and spin)	2.5611	eV
SMILES	C=CC(=C)N.O.O
total energy	-9909.6807	eV
HOMO	-8.88	eV

=====

(4)
A single C2H4ClFO2 molecule, computed with ωB97M-V with the def2-TZVPD basis set.

Each line ends with the Löwdin charge.
Element x y z (Å)
O  -1.69  -0.54  0.09  0.02
C  -0.42  -0.40  -0.39  -0.36
F  0.26  -1.64  -0.21  -0.04
C  0.46  0.88  0.38  -0.73
O  1.59  1.05  -0.23  -0.03
Cl  0.75  0.29  2.02  0.66
H  -1.96  -1.40  0.38  0.11
H  -0.44  -0.22  -1.52  0.17
H  -0.23  1.67  0.33  0.09
H  1.69  0.31  -0.85  0.11

Output
HOMO-LUMO gap	11.013	eV
net charge	0
energy relative to the best compared isomer or geometry (same formula, charge and spin)	0.9598	eV
SMILES	O[C@H](F)[C@H](O)Cl
total energy	-21472.6990	eV
HOMO	-10.30	eV

=====

(5)
A molecular structure, C22H45IN5O3SSiSn, computed with ωB97M-V with the def2-TZVPD basis set.

Each line ends with the Löwdin charge.
Element x y z (Å)
Sn  0.00  -0.32  -0.17  1.25
N  -1.26  2.30  0.91  -0.02
C  -2.56  2.15  1.56  -0.27
C  -3.56  1.39  0.68  -0.23
N  -3.15  0.05  0.25  -0.08
C  -3.69  -1.09  0.99  -0.23
C  -2.81  -1.55  2.16  -0.26
N  -1.49  -2.04  1.72  -0.03
H  -0.53  2.66  1.53  0.06
H  -1.30  2.89  0.08  0.07
H  -3.03  3.10  1.83  0.10
H  -2.40  1.60  2.49  0.09
H  -3.74  1.99  -0.22  0.10
H  -4.51  1.35  1.24  0.10
H  -3.34  -0.04  -0.74  0.07
H  -3.78  -1.93  0.29  0.10
H  -4.69  -0.88  1.38  0.10
H  -3.38  -2.30  2.72  0.10
H  -2.65  -0.71  2.83  0.09
H  -1.57  -2.90  1.18  0.07
H  -0.87  -2.20  2.50  0.06
C  0.03  0.09  3.79  -0.10
C  0.86  1.37  3.96  -0.37
C  1.71  1.23  5.23  -0.08
C  1.77  1.79  2.80  -0.15
C  2.23  3.11  2.83  -0.09
C  3.17  3.59  1.93  -0.12
C  3.71  2.68  1.01  -0.08
C  3.30  1.36  0.93  -0.13
C  4.09  0.47  -0.05  -0.38
C  5.54  0.35  0.44  -0.08
C  3.57  -0.95  -0.33  -0.11
C  2.22  0.91  1.76  -0.34
O  1.63  -0.24  1.57  -0.31
H  -0.67  0.00  4.63  0.08
H  0.67  -0.79  3.77  0.08
H  -0.53  0.09  2.85  0.02
H  0.16  2.19  4.13  0.12
H  2.44  0.42  5.10  0.09
H  1.08  0.98  6.10  0.07
H  2.26  2.15  5.45  0.07
H  1.84  3.77  3.60  0.10
H  3.49  4.62  1.95  0.08
H  4.47  3.03  0.31  0.11
H  4.11  0.99  -1.01  0.07
H  5.56  -0.16  1.41  0.08
H  6.02  1.32  0.57  0.06
H  6.14  -0.24  -0.26  0.07
H  3.49  -1.52  0.60  0.08
H  4.26  -1.45  -1.01  0.08
H  2.59  -0.96  -0.80  -0.01
O  2.72  -0.33  -3.27  -0.57
S  2.30  0.94  -2.65  0.57
N  1.14  1.04  -1.76  -0.54
N  -2.22  3.30  -4.23  0.14
C  -2.20  2.13  -3.56  -0.61
O  -2.94  1.91  -2.61  0.02
C  -1.24  1.04  -3.99  -0.56
I  0.13  1.42  -5.57  0.84
H  -2.81  4.03  -3.89  0.11
H  -1.58  3.48  -4.99  0.01
H  -1.81  0.15  -4.27  0.04
H  -0.62  0.79  -3.14  -0.01
C  -2.73  -2.45  -2.66  -0.19
Si  -0.98  -3.15  -2.62  0.34
C  -0.38  -3.13  -4.40  -0.18
C  -1.25  -4.96  -2.19  -0.21
C  0.15  -2.34  -1.45  -0.45
H  -3.27  -2.79  -3.56  0.03
H  -2.75  -1.36  -2.65  0.00
H  -3.30  -2.81  -1.79  0.01
H  -0.77  -4.01  -4.93  0.02
H  0.72  -3.15  -4.45  0.03
H  -0.71  -2.24  -4.95  0.01
H  -1.96  -5.43  -2.89  0.02
H  -1.65  -5.07  -1.17  0.02
H  -0.31  -5.52  -2.23  0.03
H  1.11  -2.17  -1.95  -0.04
H  0.34  -3.05  -0.64  -0.02

Output
HOMO-LUMO gap	5.386	eV
net charge	-1
energy relative to the best compared isomer or geometry (same formula, charge and spin)	0.8969	eV
total energy	-69784.2521	eV
HOMO	-3.23	eV

=====

(6)
2 unconnected molecules or ions with the total composition C5H14, computed with ωB97M-V with the def2-TZVPD basis set.

Each line ends with the Löwdin charge.
Element x y z (Å)
C  2.43  0.33  -1.08  -0.15
C  1.67  -0.69  -0.24  -0.28
C  0.62  -1.35  -1.21  -0.12
H  1.95  1.02  -1.78  0.07
H  3.12  0.92  -0.45  0.07
H  3.23  -0.14  -1.66  0.07
H  2.46  -1.32  0.16  0.10
H  1.04  -0.19  0.49  0.06
H  1.03  -2.10  -1.87  0.07
H  -0.19  -1.77  -0.61  0.05
H  0.21  -0.52  -1.78  0.06
C  -1.50  0.77  0.92  -0.17
C  -2.87  0.70  1.56  -0.18
H  -0.78  0.30  1.59  0.06
H  -1.48  0.16  0.02  0.05
H  -1.06  1.73  0.66  0.07
H  -3.62  1.41  1.18  0.06
H  -2.84  0.99  2.61  0.06
H  -3.42  -0.24  1.49  0.06

Output
HOMO-LUMO gap	12.189	eV
net charge	0
energy relative to the best compared isomer or geometry (same formula, charge and spin)	0.6560	eV
SMILES	CCC.CC
total energy	-5411.3937	eV
HOMO	-11.05	eV